(1)
Entry from the Open Molecules 2025 dataset: one molecule with the formula C2H2I2S at a distorted geometry (ωB97M-V/def2-TZVPD).

Properties
- orbital gap (Ha) = 0.308
- energy relative to the best compared isomer or geometry (same formula, charge and spin) (kJ/mol) = 191.1
- F_max (eV Å⁻¹) = 4.16
- HOMO level (eV) = -8.5

Each line ends with the Mulliken charge.
Element x y z (Å)
I -2.629 -0.391 0.001  0.112
I 2.629 -0.390 -0.009  0.125
S -0.009 1.898 0.045  -0.033
C -0.821 0.423 -0.743  -0.548
C 0.800 0.430 0.573  -0.511
H 0.240 0.183 1.520  0.415
H -0.293 -0.041 -1.582  0.441

(2)
Entry from the Open Molecules 2025 dataset: a 2-piece molecular cluster, C5H17N2O overall at a distorted geometry (ωB97M-V/def2-TZVPD).

Properties
- orbital gap (Ha) = 0.302
- energy relative to the best compared isomer or geometry (same formula, charge and spin) (kJ/mol) = 372.9
- F_max (eV Å⁻¹) = 8.13
- HOMO level (eV) = -11.9
- net charge = +1

Each line ends with the Mulliken charge.
Element x y z (Å)
O -0.500 2.672 0.038  -0.620
N 1.073 0.144 -2.774  -0.490
N -1.151 0.690 2.124  -0.311
C -1.814 -0.543 1.421  -0.646
C 1.505 -0.651 -0.261  -0.609
C 0.031 -1.140 -0.143  -0.480
C 1.886 -0.636 -1.798  -0.562
C -0.698 -1.581 1.194  -0.900
H -1.170 -2.513 1.180  0.406
H -1.289 3.268 0.068  0.294
H -0.381 -0.226 -0.480  0.215
H -0.455 0.425 2.769  0.393
H 0.193 0.052 -2.705  0.181
H -0.773 1.357 1.487  0.193
H -2.357 -0.131 0.458  0.300
H 1.249 1.047 -2.957  0.182
H 2.911 -0.199 -1.674  0.349
H 0.104 -1.848 1.788  0.521
H 1.869 -1.592 -2.230  0.362
H 2.130 -1.456 0.077  0.341
H 0.103 3.100 -0.477  0.273
H -0.183 -2.013 -0.842  0.303
H -1.872 1.341 2.812  0.444
H -2.544 -0.697 2.117  0.454
H 1.546 0.171 0.377  0.405

(3)
Entry from the Open Molecules 2025 dataset: C3H3NO2S2 as an isolated structure at a distorted geometry (ωB97M-V/def2-TZVPD).

Properties
- orbital gap (Ha) = 0.285
- energy relative to the best compared isomer or geometry (same formula, charge and spin) (kJ/mol) = 225.2
- F_max (eV Å⁻¹) = 5.41
- HOMO level (eV) = -9.5

Each line ends with the Mulliken charge.
Element x y z (Å)
S 0.180 2.015 -0.205  -0.238
S -2.787 -0.247 0.234  -0.202
O -0.743 -1.945 -0.470  -0.526
O 3.400 -0.995 0.114  -0.480
N 1.218 -0.424 0.166  -0.082
C 2.606 -0.061 0.312  0.106
C 0.153 0.362 -0.197  0.145
C -0.983 -0.732 -0.180  0.552
H -2.594 1.174 1.158  0.181
H 0.920 -1.362 0.185  0.207
H 2.950 0.972 0.267  0.336

(4)
Entry from the Open Molecules 2025 dataset: C5H5NS as an isolated structure at a distorted geometry (ωB97M-V/def2-TZVPD).

Properties
- orbital gap (Ha) = 0.387
- energy relative to the best compared isomer or geometry (same formula, charge and spin) (kJ/mol) = 271.4
- F_max (eV Å⁻¹) = 2.43
- HOMO level (eV) = -9.8

Each line ends with the Mulliken charge.
Element x y z (Å)
S -0.792 -1.527 0.141  0.061
N -0.280 -0.152 -0.622  -0.359
C -2.356 0.437 0.290  -0.679
C 4.002 -0.027 0.097  -0.276
C 2.910 -0.032 -0.351  -0.394
C -1.202 0.791 -0.479  0.012
C -2.295 -0.896 0.611  -0.137
H -3.016 1.234 0.398  0.374
H 5.041 -0.106 0.084  0.350
H 1.871 0.108 -0.369  0.378
H -3.029 -1.560 1.201  0.310
H -0.854 1.730 -1.002  0.360

(5)
Entry from the Open Molecules 2025 dataset: one molecule with the formula C13H16ClN3O3 at a distorted geometry (ωB97M-V/def2-TZVPD).

Properties
- orbital gap (Ha) = 0.324
- SMILES string = CCOC(=O)N1CCN(C(=O)c2ccc(Cl)nc2)CC1
- F_max (eV Å⁻¹) = 17.43
- HOMO level (eV) = -8.5

Each line ends with the Mulliken charge.
Element x y z (Å)
Cl -0.225 -0.160 -6.131  -0.198
O 2.000 0.706 0.422  -0.654
O -1.535 1.094 0.047  -0.725
O 1.316 1.059 2.264  -0.286
N 1.136 -1.189 1.525  -0.046
N -1.538 -0.497 -4.067  -0.539
N -1.017 -0.955 0.223  0.017
C 1.397 2.351 2.040  -0.566
C 1.130 -2.077 0.422  -1.472
C -0.342 -0.227 -4.616  0.375
C -1.401 -1.056 1.635  -0.586
C 0.422 0.487 -2.294  -0.634
C 1.440 0.274 1.349  0.742
C -1.742 -0.370 -2.863  0.254
C -0.105 -1.553 2.402  -1.125
C 0.037 3.184 2.007  -0.862
C -0.966 0.081 -1.798  0.030
C -1.328 0.024 -0.435  0.744
C 0.491 0.481 -3.642  -0.689
C -0.335 -2.324 -0.039  -0.602
H 0.882 0.922 -1.494  0.745
H 1.497 -2.944 0.633  0.466
H 1.438 0.781 -4.060  0.326
H 1.594 -1.735 -0.302  0.917
H -0.405 3.171 2.956  0.325
H -1.620 0.159 1.927  0.337
H -2.567 -1.195 -2.511  0.215
H -0.584 2.608 1.200  0.222
H -0.285 -2.317 -1.215  0.308
H 0.014 -0.749 3.298  0.268
H -2.189 -1.841 1.996  0.275
H 0.382 4.264 1.907  0.351
H -0.103 -2.368 2.748  0.855
H 1.983 2.657 3.038  0.200
H 2.022 2.388 1.174  0.535
H -0.894 -3.132 0.257  0.477

(6)
Entry from the Open Molecules 2025 dataset: a 10-piece molecular cluster, C23H41Cl18N overall at a distorted geometry (ωB97M-V/def2-TZVPD).

Properties
- orbital gap (Ha) = 0.373
- SMILES string = c1ccncc1.ClCCCl.ClCCCl.ClCCCl.ClCCCl.ClCCCl.ClCCCl.ClCCCl.ClCCCl.ClCCCl
- energy relative to the best compared isomer or geometry (same formula, charge and spin) (kJ/mol) = 0.0
- F_max (eV Å⁻¹) = 2.99
- HOMO level (eV) = -9.8

Each line ends with the Mulliken charge.
Element x y z (Å)
Cl -4.699 -2.287 0.534  -0.155
Cl -1.684 -3.553 2.930  -0.150
Cl 0.839 -3.819 -2.920  -0.160
Cl 2.227 1.761 2.357  -0.114
Cl 0.063 4.812 1.294  -0.143
Cl 3.002 -0.521 -3.443  -0.082
Cl 4.855 1.020 0.273  -0.132
Cl 4.034 -2.079 -0.403  -0.153
Cl -4.333 2.130 3.339  -0.220
Cl -2.773 -4.796 -0.636  -0.133
Cl 1.143 -4.983 1.901  -0.197
Cl -1.966 -4.199 -4.543  -0.202
Cl 4.974 4.870 -0.647  -0.188
Cl 2.262 3.598 -2.626  -0.085
Cl -2.566 -0.115 4.909  -0.206
Cl -1.276 3.518 -1.807  -0.122
Cl 2.387 -0.815 4.520  -0.162
Cl 0.295 0.307 -5.894  -0.207
N -1.324 0.723 0.662  -0.058
C 0.857 0.861 3.107  0.556
C 1.081 0.371 4.503  -0.375
C -4.348 -2.670 -1.189  -0.489
C -2.011 3.967 -0.254  0.024
C -1.454 5.255 0.414  -0.568
C 4.682 -0.293 1.466  -0.662
C -3.763 -0.506 3.649  0.188
C -4.149 -4.126 -1.521  -0.328
C -1.792 -0.513 0.473  -0.308
C 3.281 4.738 -0.259  0.048
C -0.724 -3.063 -5.107  -0.473
C 1.053 -3.409 2.798  0.221
C 0.161 -1.176 -0.652  -0.026
C -3.814 0.589 2.597  0.190
C -0.050 -3.316 3.753  -0.043
C 3.564 -1.274 1.142  0.773
C 0.687 0.129 -0.458  -0.597
C -1.086 -1.513 -0.200  0.203
C 2.392 5.029 -1.511  -0.287
C 0.131 -2.538 -3.948  0.064
C 1.192 1.208 -4.684  -0.122
C -0.118 1.072 0.192  -1.621
C 2.695 0.804 -4.624  -0.597
H -5.136 -2.351 -1.853  0.496
H -1.290 -2.245 -5.595  0.245
H 0.147 -0.127 4.812  -0.045
H 3.087 5.504 0.444  0.322
H 3.177 0.544 -5.518  0.452
H -0.071 -4.043 4.559  0.455
H 0.237 2.046 0.478  1.107
H 1.384 5.344 -1.123  -0.180
H 0.954 -2.631 2.067  -0.407
H 3.591 -2.041 1.910  0.152
H -3.550 -2.056 -1.582  0.174
H -4.726 -0.667 4.121  0.449
H 0.798 -1.888 -1.176  0.511
H -3.408 -1.431 3.224  -0.303
H 2.966 3.701 0.113  -0.139
H -5.003 -4.683 -1.187  0.362
H 2.610 -0.747 1.038  -0.804
H 4.610 0.139 2.482  0.286
H 1.319 1.122 5.264  0.430
H 1.000 -1.995 -4.364  -0.003
H 1.734 0.325 -0.806  0.554
H 3.209 1.656 -4.244  0.256
H -0.020 -2.370 4.235  -0.194
H -0.354 -1.828 -3.289  0.192
H -2.817 0.757 2.180  -0.241
H 2.016 -3.369 3.271  0.353
H -2.260 5.590 1.067  0.396
H -3.992 -4.174 -2.591  0.172
H 0.638 1.145 -3.767  0.002
H -1.206 6.031 -0.295  0.325
H 0.727 -0.006 2.518  -0.810
H 2.720 5.934 -2.029  0.438
H -4.459 0.337 1.767  0.348
H 5.645 -0.852 1.470  0.470
H -0.085 -3.583 -5.784  0.403
H 1.141 2.301 -4.978  0.379
H -1.943 3.065 0.384  -0.253
H -3.095 4.179 -0.446  0.384
H -2.735 -0.776 0.938  -0.540
H -0.009 1.484 3.030  0.493
H -1.473 -2.539 -0.234  0.412